{
  "formula": "C24H44AsAuN3O3P",
  "method": "wB97M-V/def2-TZVPD",
  "elements": ["Au", "C", "C", "C", "P", "C", "C", "C", "C", "C", "C", "H", "H", "H", "H", "H", "H", "H", "H", "H", "H", "H", "H", "H", "H", "H", "H", "H", "H", "H", "H", "H", "C", "N", "C", "N", "O", "H", "H", "H", "H", "H", "H", "O", "C", "C", "C", "C", "O", "N", "H", "H", "H", "H", "C", "As", "C", "C", "C", "C", "C", "C", "C", "C", "H", "H", "H", "H", "H", "H", "H", "H", "H", "H", "H", "H", "H"],
  "coordinates": [[-0.766340, 0.366718, -0.597564], [4.038505, 1.139060, -0.963242], [2.723769, 0.410498, -0.677389], [2.418031, -0.593348, -1.796348], [1.294623, 1.547738, -0.360100], [1.224623, 3.015887, -1.470890], [1.163165, 2.572266, -2.935440], [2.310827, 4.056528, -1.200389], [1.342402, 2.103267, 1.403114], [0.699799, 1.060875, 2.328020], [2.758313, 2.425105, 1.885437], [4.844032, 0.404422, -0.963684], [4.275091, 1.887356, -0.210042], [4.021720, 1.612566, -1.944196], [2.816408, -0.131653, 0.271051], [2.401085, -0.105051, -2.770596], [1.457884, -1.079104, -1.644222], [3.195384, -1.357761, -1.822142], [0.258286, 3.452569, -1.193885], [2.102688, 2.122418, -3.256973], [0.982645, 3.439414, -3.570057], [0.348396, 1.865019, -3.099545], [3.306302, 3.695856, -1.450613], [2.304920, 4.399902, -0.167216], [2.103144, 4.919977, -1.832795], [0.729063, 3.010520, 1.410427], [1.298685, 0.146707, 2.358330], [-0.316642, 0.822094, 2.021243], [0.651627, 1.464882, 3.338497], [3.375725, 1.527737, 1.940863], [2.685302, 2.833083, 2.893635], [3.265034, 3.163863, 1.268336], [-3.614132, 0.078703, 2.610319], [-4.369700, 0.378108, 1.402921], [-3.927652, 0.136417, 0.164637], [-4.678402, 0.559875, -0.872052], [-2.839476, -0.468316, -0.041808], [-4.128858, -0.663834, 3.218843], [-3.475374, 0.987084, 3.194560], [-2.639754, -0.302266, 2.319578], [-5.269096, 0.815973, 1.520358], [-5.592083, 0.960972, -0.747665], [-4.375076, 0.339234, -1.805504], [-2.073579, 1.965686, -2.283402], [-2.297272, 2.613125, -1.265380], [-3.165631, 3.836777, -1.099284], [-3.052634, 4.162868, 0.396273], [-2.179886, 3.048333, 0.988011], [-1.920214, 2.889127, 2.154843], [-1.755701, 2.262414, -0.059645], [-4.182865, 3.602085, -1.411137], [-2.809102, 4.633833, -1.750999], [-4.006611, 4.180296, 0.920076], [-2.553882, 5.110870, 0.595839], [-2.177710, -3.345452, 0.082075], [-0.704590, -2.238663, -0.489700], [-0.176768, -3.156992, -2.121267], [0.684773, -2.584434, 0.894905], [1.106411, -4.014748, 0.894158], [0.466925, -4.948706, 1.711270], [0.919324, -6.255811, 1.775473], [2.001645, -6.655851, 1.002838], [2.632998, -5.740661, 0.170020], [2.183561, -4.433061, 0.109755], [-1.860326, -4.383179, -0.012064], [-3.040089, -3.163935, -0.555179], [-2.448371, -3.122843, 1.111279], [0.388102, -4.050383, -1.854857], [0.414274, -2.530108, -2.783574], [-1.089989, -3.451055, -2.636840], [0.202345, -2.296555, 1.829684], [1.515500, -1.911897, 0.689000], [-0.370340, -4.634035, 2.324900], [0.434479, -6.961905, 2.436069], [2.347668, -7.679333, 1.046073], [3.479231, -6.049434, -0.429024], [2.683399, -3.717760, -0.536016]],
  "forces_ev_per_angstrom": [[-2.1, 0.3, 1.8], [0.0, 0.1, 0.1], [-0.4, -0.1, -0.2], [0.1, 0.1, 0.1], [0.1, -0.5, 0.1], [-0.3, -0.4, -0.1], [0.0, 0.0, 0.0], [0.1, 0.0, 0.1], [-0.3, -0.3, -0.1], [0.1, 0.0, -0.1], [0.1, 0.1, -0.1], [0.0, 0.0, 0.0], [0.1, 0.0, -0.1], [0.0, 0.0, 0.0], [0.0, 0.0, 0.0], [0.0, 0.0, 0.0], [0.1, 0.0, 0.0], [0.0, 0.0, 0.0], [0.1, 0.0, 0.0], [0.0, 0.0, 0.0], [0.0, 0.0, 0.0], [0.0, 0.0, -0.1], [0.0, 0.0, 0.0], [0.0, 0.0, 0.0], [0.0, 0.0, 0.0], [0.0, 0.0, 0.0], [0.0, 0.0, 0.0], [0.0, 0.0, 0.1], [0.0, 0.0, 0.0], [0.0, 0.0, 0.0], [0.0, 0.0, 0.0], [0.0, 0.0, 0.1], [0.0, 0.0, 0.1], [0.1, -0.1, -0.1], [-0.4, 0.5, 0.0], [0.1, 0.0, 0.1], [0.8, -0.1, -0.3], [0.0, 0.0, -0.1], [0.0, 0.0, 0.0], [0.0, 0.0, 0.0], [0.0, 0.0, -0.1], [0.0, 0.0, 0.0], [0.0, 0.0, 0.0], [-0.1, 0.3, 0.3], [-0.2, 0.2, -0.2], [0.0, 0.0, 0.1], [0.1, -0.2, 0.0], [-0.3, 0.4, 0.5], [0.1, -0.1, -0.2], [1.2, -1.1, -1.3], [0.0, 0.0, 0.0], [0.0, 0.0, 0.0], [0.0, 0.0, 0.0], [0.0, 0.0, 0.0], [-0.5, 0.5, 0.0], [1.8, 0.2, -0.1], [-0.1, 0.2, 0.0], [-0.5, 0.0, -0.5], [0.2, -0.4, 0.1], [0.0, 0.3, 0.0], [0.0, -0.1, -0.1], [-0.1, 0.0, 0.0], [0.0, -0.1, -0.1], [-0.1, 0.2, 0.1], [0.2, 0.1, 0.0], [0.0, 0.0, 0.0], [0.0, 0.0, 0.0], [0.0, 0.0, 0.1], [0.0, 0.0, 0.1], [0.0, 0.0, 0.0], [0.1, 0.1, 0.0], [0.0, 0.0, 0.0], [0.0, 0.0, 0.1], [0.0, 0.0, 0.0], [0.0, 0.0, 0.0], [0.0, 0.0, 0.0], [0.1, 0.0, 0.0]],
  "mulliken_charge": [0.9992, -1.6964, 1.2156, -0.9259, -1.0932, 1.2130, -1.5876, -1.4178, 0.7622, -1.2770, -1.6449, 0.4837, 0.4003, 0.3040, 0.4124, 0.3448, -0.4076, 0.4843, 0.0424, 0.3041, 0.4955, 0.3321, 0.2956, 0.3701, 0.4668, 0.4818, 0.3055, 0.0729, 0.5534, 0.3521, 0.4824, 0.3654, -0.6694, -0.1937, 0.4654, -0.3476, -0.5858, 0.3417, 0.3138, 0.0831, 0.2058, 0.1905, 0.2496, -0.5746, 0.3942, -0.7087, -0.6526, -0.4404, -0.5863, 1.2313, 0.3110, 0.3555, 0.3407, 0.3040, -1.3852, 0.4267, -1.1968, -0.0558, -0.0867, -0.3729, -0.7525, -0.4755, -0.8063, 0.0850, 0.5137, 0.4639, 0.3676, 0.4129, 0.3751, 0.4999, 0.6507, -0.2444, 0.3965, 0.4197, 0.4091, 0.4361, 0.4026],
  "total_energy_ev": -110022.1242,
  "lumo_ev": [-8.41, -8.41],
  "e_above_lowest_kcal_mol": 13.2,
  "total_charge": 2,
  "gap_ev": [5.419, 5.419],
  "e_homo_ev": [-13.8, -13.8]
}

***

{
  "formula": "C17H23Br2GeN3O2Rh",
  "method": "wB97M-V/def2-TZVPD",
  "elements": ["Rh", "N", "C", "C", "C", "O", "O", "H", "H", "H", "H", "H", "H", "Br", "C", "C", "C", "N", "C", "C", "C", "C", "C", "Br", "C", "C", "N", "H", "H", "H", "H", "H", "H", "C", "Ge", "C", "C", "C", "H", "H", "H", "H", "H", "H", "H", "H", "H", "H", "H"],
  "coordinates": [[-0.983220, 0.627564, 0.758405], [0.313966, 1.631565, 2.064850], [0.244347, 1.220739, 3.493365], [-1.184457, 1.264385, 4.001759], [-2.030911, 0.092142, 3.521649], [-2.609307, -0.615151, 4.308694], [-2.104451, -0.099446, 2.219177], [1.264101, 1.486907, 1.730069], [0.144029, 2.634648, 2.021873], [0.880310, 1.881227, 4.085152], [0.654997, 0.214097, 3.568388], [-1.659301, 2.201341, 3.692169], [-1.186507, 1.240611, 5.089053], [-4.438164, -2.731214, -3.816671], [-3.528335, -1.764847, -2.497984], [-3.859241, -1.915518, -1.162768], [-3.150824, -1.189500, -0.222478], [-2.175807, -0.348993, -0.572417], [-1.856157, -0.191259, -1.870275], [-2.511689, -0.891714, -2.863608], [-0.771771, 0.786651, -2.126325], [-0.395619, 1.182742, -3.397841], [0.609623, 2.125543, -3.539961], [1.150265, 2.668825, -5.244658], [1.208421, 2.659206, -2.409238], [0.775109, 2.213456, -1.177729], [-0.183912, 1.297320, -1.024619], [-4.645369, -2.586381, -0.849382], [-3.337648, -1.266310, 0.841743], [-2.247339, -0.776766, -3.903664], [-0.876070, 0.772548, -4.272909], [1.989233, 3.401885, -2.479910], [1.214931, 2.609334, -0.272660], [2.077623, -1.134326, -1.818254], [2.041300, -1.108534, 0.136077], [3.191624, 0.329836, 0.821439], [2.707399, -2.809954, 0.818420], [0.215511, -0.996336, 0.867007], [3.030636, -1.547429, -2.150050], [1.977140, -0.141584, -2.255969], [1.284977, -1.774850, -2.208791], [4.224799, 0.117450, 0.544474], [3.158181, 0.371544, 1.912866], [2.958629, 1.317201, 0.414850], [3.728743, -2.981671, 0.477932], [2.087266, -3.634305, 0.466307], [2.703047, -2.819766, 1.908351], [0.261993, -1.204793, 1.938947], [-0.362104, -1.818119, 0.435146]],
  "forces_ev_per_angstrom": [[0.0, 0.0, 0.0], [0.0, 0.0, -0.1], [0.0, 0.0, 0.0], [0.0, 0.0, 0.0], [0.0, -0.1, 0.0], [-0.1, 0.0, 0.0], [0.1, 0.0, 0.0], [0.0, 0.0, 0.0], [0.0, 0.0, 0.0], [0.0, 0.0, 0.0], [0.0, 0.0, 0.0], [0.0, 0.0, 0.0], [0.0, 0.0, 0.0], [0.0, 0.0, 0.0], [0.0, 0.0, 0.0], [0.0, 0.0, 0.0], [0.0, 0.0, 0.0], [0.0, 0.0, 0.0], [0.0, 0.0, 0.0], [0.0, 0.0, 0.0], [0.0, 0.0, 0.0], [0.0, 0.0, 0.0], [0.0, 0.0, 0.0], [0.0, 0.0, 0.0], [0.0, 0.0, 0.0], [0.0, 0.0, 0.0], [0.0, 0.0, 0.0], [0.0, 0.0, 0.0], [0.0, 0.0, 0.0], [0.0, 0.0, 0.0], [0.0, 0.0, 0.0], [0.0, 0.0, 0.0], [0.0, 0.0, 0.0], [0.0, 0.0, 0.0], [0.0, 0.0, 0.0], [0.0, 0.0, 0.0], [0.0, 0.0, 0.0], [0.0, -0.1, 0.0], [0.0, 0.0, 0.0], [0.0, 0.0, 0.0], [0.0, 0.0, 0.0], [0.0, 0.0, 0.0], [0.0, 0.0, 0.0], [0.0, 0.0, 0.0], [0.0, 0.0, 0.0], [0.0, 0.0, 0.0], [0.0, 0.0, 0.0], [0.0, 0.0, 0.0], [0.0, 0.0, 0.0]],
  "mulliken_charge": [0.4716, -0.1110, -0.6259, -0.7747, 0.5112, -0.6093, -0.5767, -0.0303, 0.3787, 0.5124, 0.3806, 0.2863, 0.3462, -0.1043, -0.2404, -0.6993, -0.5295, 0.1272, 0.6115, -0.5119, 0.5622, -0.3112, -0.3835, -0.0945, -0.8675, -0.5257, 0.2540, 0.4880, 0.4841, 0.4887, 0.5068, 0.4819, 0.6522, -1.1200, 0.5867, -1.4136, -1.2802, -0.7603, 0.4631, 0.2793, 0.3433, 0.4603, 0.3704, 0.3962, 0.3810, 0.3920, 0.3779, 0.4664, 0.5096],
  "total_energy_ev": -226172.4455,
  "lumo_ev": -4.20,
  "total_charge": 1,
  "gap_ev": 7.736,
  "e_homo_ev": -11.9
}

***

{
  "formula": "C12H13NO7",
  "method": "wB97M-V/def2-TZVPD",
  "elements": ["N", "C", "O", "O", "O", "C", "O", "C", "C", "C", "C", "C", "C", "H", "H", "H", "H", "H", "H", "H", "C", "C", "C", "O", "C", "O", "O", "H", "H", "H", "H", "H", "H"],
  "coordinates": [[-3.154644, -0.928212, 0.502970], [-2.633734, -1.657417, -0.547070], [-2.246919, -1.231689, -1.583211], [-2.694045, -3.027966, -0.252293], [-1.524700, -3.705385, -0.685355], [-0.643958, -3.848856, 0.385172], [-0.498626, -4.914099, 0.876229], [0.194792, -2.665345, 0.771273], [1.099035, -2.223520, -0.194038], [1.952472, -1.160876, 0.096363], [1.864470, -0.576541, 1.348663], [0.968065, -0.997703, 2.312324], [0.115064, -2.068428, 2.022111], [-3.159129, -1.514680, 1.331407], [-2.483843, -0.187319, 0.720831], [1.121442, -2.715113, -1.156453], [2.648489, -0.832799, -0.660326], [2.533167, 0.248491, 1.563105], [0.911544, -0.525899, 3.279965], [-0.584920, -2.465806, 2.743668], [0.838509, 4.417213, -1.490279], [0.940553, 3.053156, -0.855324], [0.421209, 1.913723, -1.709540], [-0.019523, 0.980462, -0.715125], [-0.325785, 1.670380, 0.390875], [-0.892112, 1.191792, 1.329879], [0.094217, 2.950530, 0.309199], [1.324263, 4.425866, -2.465878], [-0.205533, 4.708898, -1.606472], [1.314423, 5.168993, -0.861427], [1.967523, 2.858727, -0.533723], [1.192040, 1.472474, -2.336609], [-0.433806, 2.186948, -2.330913]],
  "forces_ev_per_angstrom": [[0.8, -0.4, 0.6], [0.0, 0.2, -0.2], [0.4, 0.1, -0.3], [0.0, 0.0, 0.9], [-0.2, -0.2, -1.1], [0.3, 0.6, 0.8], [-0.1, -0.8, 0.1], [-0.3, 0.1, -0.7], [0.1, 0.4, 0.2], [-0.7, -1.0, 0.0], [0.6, 0.6, 0.0], [-0.5, -0.8, -0.2], [0.4, 0.1, -0.1], [-0.4, 0.0, 0.0], [-0.4, 0.5, -0.3], [0.0, 0.1, -0.1], [0.1, 0.2, 0.1], [0.0, 0.1, 0.2], [0.1, 0.1, 0.0], [0.0, 0.1, 0.1], [-0.1, 0.2, 0.3], [0.0, 0.3, -0.3], [0.1, -0.1, 0.0], [0.0, 0.1, -0.3], [-0.2, -0.2, 0.4], [-0.1, 0.2, -0.1], [0.1, -0.2, 0.0], [0.0, -0.1, 0.0], [0.0, -0.1, -0.1], [0.0, 0.0, 0.0], [0.0, -0.1, 0.0], [0.0, -0.2, 0.1], [0.0, 0.1, 0.0]],
  "mulliken_charge": [-0.5722, 0.6545, -0.4849, -0.2513, -0.1705, 0.0160, -0.4439, 0.2755, -0.1098, -0.6702, -0.3243, -0.7537, -0.0455, 0.3213, 0.3040, 0.3960, 0.4946, 0.4239, 0.4188, 0.4893, -1.5035, 0.6131, -0.6181, -0.0568, 0.5917, -0.5836, -0.3735, 0.3765, 0.3547, 0.3632, 0.2346, 0.3187, 0.3151],
  "total_energy_ev": -28475.2305,
  "lumo_ev": 0.44,
  "e_above_lowest_kcal_mol": 0.0,
  "gap_ev": 10.136,
  "e_homo_ev": -9.7
}

***

{
  "formula": "C19H19IrN6O",
  "method": "wB97M-V/def2-TZVPD",
  "elements": ["Ir", "C", "C", "C", "C", "C", "C", "N", "C", "C", "C", "C", "C", "C", "N", "N", "C", "C", "C", "C", "C", "N", "H", "H", "H", "H", "H", "H", "H", "H", "H", "H", "H", "H", "H", "C", "N", "C", "N", "O", "H", "H", "H", "H", "H", "H"],
  "coordinates": [[0.534902, -0.203091, 0.364246], [-3.057005, 3.645380, -1.311488], [-3.772065, 2.454750, -1.049094], [-3.176553, 1.453541, -0.340429], [-1.827656, 1.620394, 0.104699], [-1.092609, 2.799387, -0.216421], [-1.720293, 3.809460, -0.884661], [-1.199796, 0.634241, 0.843697], [-1.854267, -0.007039, 1.877579], [-3.029834, 0.459105, 2.500033], [-3.576966, -0.273634, 3.529740], [-2.970332, -1.456625, 3.976804], [-1.776189, -1.912473, 3.418927], [-1.228933, -1.180293, 2.394220], [-0.003921, -1.450467, 1.757531], [0.714481, -2.418426, 2.095487], [1.909650, -2.448522, 1.383573], [2.839251, -3.427347, 1.666894], [4.046963, -3.409143, 0.977848], [4.275247, -2.412733, 0.039148], [3.297059, -1.462575, -0.207582], [2.124370, -1.469833, 0.439436], [-3.542484, 4.445484, -1.857553], [-4.783833, 2.344018, -1.415606], [-3.689301, 0.519134, -0.152907], [-0.076831, 2.898525, 0.138507], [-1.207393, 4.740930, -1.082472], [-3.474809, 1.399466, 2.205545], [-4.476877, 0.077445, 4.016861], [-3.421652, -2.011835, 4.789003], [-1.286335, -2.804305, 3.785563], [2.610988, -4.170939, 2.418034], [4.800984, -4.158776, 1.178965], [5.208462, -2.362858, -0.504666], [3.445514, -0.672996, -0.930216], [1.811062, -0.293944, -4.361849], [1.352467, -0.090813, -2.984052], [1.661147, 0.970562, -2.242364], [2.471756, 1.905394, -2.728767], [1.207012, 1.133439, -1.051033], [1.431286, -1.248791, -4.711136], [2.899443, -0.326823, -4.401625], [1.434316, 0.487594, -5.022245], [0.635111, -0.699294, -2.625034], [2.795698, 1.898518, -3.682211], [2.738766, 2.676806, -2.138929]],
  "forces_ev_per_angstrom": [[0.5, -0.1, 0.1], [0.0, -0.2, 0.1], [0.1, 0.4, -0.1], [0.0, 0.0, 0.3], [0.1, -0.5, 0.3], [0.1, -0.2, -0.1], [-0.3, 0.1, -0.1], [-1.0, 0.8, 0.0], [0.1, 0.1, -0.5], [-0.2, 0.0, 0.0], [0.0, 0.0, 0.0], [-0.2, 0.1, 0.0], [0.3, 0.0, -0.2], [-0.1, -0.1, 0.2], [0.2, -0.1, 0.0], [-0.1, 0.0, 0.0], [0.2, 0.1, -0.1], [0.0, 0.0, 0.0], [0.1, 0.1, -0.1], [0.1, -0.2, 0.1], [-0.3, 0.0, 0.1], [0.3, -0.3, -0.1], [0.0, 0.0, 0.0], [0.0, 0.0, 0.0], [0.0, 0.0, 0.0], [0.0, 0.0, 0.0], [0.0, 0.0, 0.0], [0.0, 0.0, 0.0], [0.0, 0.0, 0.0], [0.0, 0.0, 0.0], [0.0, 0.0, 0.0], [0.0, 0.0, 0.0], [0.0, 0.0, 0.0], [0.0, 0.0, 0.0], [0.0, 0.0, 0.0], [0.0, 0.0, 0.0], [0.0, 0.0, 0.0], [0.0, 0.0, 0.0], [0.0, 0.0, 0.0], [0.0, 0.0, 0.0], [0.0, 0.0, 0.0], [0.0, 0.0, 0.0], [0.0, 0.0, 0.0], [0.0, 0.0, 0.0], [0.0, 0.0, 0.0], [0.0, 0.0, 0.0]],
  "lowdin_spin": [0.8819, 0.1552, 0.0216, 0.0422, 0.1151, 0.0453, 0.0241, -0.0554, -0.0423, -0.0424, 0.0025, -0.1084, -0.0022, -0.0509, 0.0196, -0.0343, 0.0071, -0.0115, 0.0037, -0.0103, -0.0007, 0.0053, 0.0061, -0.0007, 0.0001, 0.0014, -0.0004, 0.0006, 0.0014, -0.0044, 0.0010, -0.0003, 0.0003, -0.0004, 0.0001, 0.0004, 0.0012, 0.0031, 0.0000, 0.0224, 0.0000, 0.0000, 0.0000, 0.0031, 0.0000, 0.0000],
  "total_energy_ev": -33810.4236,
  "spin_multiplicity": 2,
  "lumo_ev": [-12.59, -12.77],
  "e_above_lowest_kcal_mol": 0.0,
  "total_charge": 3,
  "gap_ev": [6.001, 5.594],
  "s2": 1.053,
  "e_homo_ev": [-18.6, -18.4]
}